Below is one molecule with the formula C5H11NO, with properties calculated with ωB97M-V with the def2-TZVPD basis set.

As for the molar mass: 101.1 g mol⁻¹. As for the structure (SMILES): CC(C)CNC=O. The spin multiplicity is 1. The calculation puts the energy above the lowest of the compared OMol25 structures with the same formula, charge and spin at 156.6 kJ/mol. The value obtained for the HOMO energy is -9.66 eV.

Element x y z (Å)
C -0.143 1.588 -0.221
C -0.282 0.415 0.746
C -1.695 0.353 1.324
C 0.050 -0.914 0.053
N 1.403 -0.970 -0.462
C 1.706 -1.462 -1.819
O 0.912 -1.587 -2.696
H 0.864 1.638 -0.633
H -0.842 1.480 -1.050
H -0.351 2.530 0.284
H 0.428 0.553 1.572
H -1.795 -0.467 2.034
H -2.425 0.200 0.528
H -1.942 1.283 1.834
H -0.114 -1.742 0.753
H -0.615 -1.063 -0.802
H 2.145 -0.916 0.223
H 2.695 -0.919 -1.667

---

Below is C34H41ClN7PmS2 as an isolated structure, with properties calculated with ωB97M-V with the def2-TZVPD basis set.

As for the molar mass: 792.3 g mol⁻¹. Its total charge is +2. The spin multiplicity is 5. The calculation puts the energy above the lowest of the compared OMol25 structures with the same formula, charge and spin at 33.8 kJ/mol. The value obtained for the HOMO energy (alpha / beta) is -13.49 / -13.50 eV. As for the expectation value of S²: 6.005.

Element x y z (Å)
Pm -0.411 -1.470 1.765
C -2.741 0.663 3.040
C -1.587 1.413 2.834
C -0.408 1.065 3.479
C -0.381 -0.039 4.331
C -1.538 -0.789 4.533
C -2.716 -0.440 3.882
H -3.673 0.970 2.582
H -1.625 2.303 2.222
H 0.463 1.696 3.390
H 0.505 -0.236 4.914
H -1.554 -1.597 5.251
H -3.622 -0.996 4.078
C -3.819 4.044 -1.764
C -4.153 2.610 -2.203
C -5.656 2.374 -2.029
C -3.782 2.424 -3.688
C -3.337 1.612 -1.396
C -3.892 0.487 -0.798
C -3.090 -0.367 -0.072
N -1.779 -0.181 0.096
C -1.211 0.870 -0.521
C -1.957 1.779 -1.241
C 0.267 1.031 -0.376
C 1.006 1.719 -1.319
C 2.378 1.915 -1.149
C 2.941 1.368 0.002
C 2.147 0.654 0.871
N 0.839 0.468 0.698
C 3.182 2.716 -2.158
C 2.857 2.250 -3.587
C 2.788 4.198 -1.997
C 4.686 2.567 -1.912
H -4.443 4.743 -2.323
H -2.778 4.313 -1.960
H -4.022 4.189 -0.698
H -6.205 3.140 -2.578
H -5.955 2.439 -0.977
H -5.970 1.404 -2.427
H -4.358 3.123 -4.300
H -4.006 1.408 -4.026
H -2.718 2.620 -3.862
H -4.952 0.275 -0.865
H -3.518 -1.230 0.423
H -1.469 2.642 -1.675
H 0.512 2.106 -2.202
H 3.996 1.472 0.219
H 2.586 0.197 1.754
H 1.830 2.487 -3.877
H 3.012 1.173 -3.706
H 3.516 2.762 -4.290
H 1.720 4.350 -2.187
H 3.349 4.803 -2.714
H 3.016 4.561 -0.991
H 5.004 1.519 -1.964
H 4.986 2.979 -0.944
H 5.230 3.117 -2.680
S -3.721 -4.668 0.759
C -2.780 -3.640 1.541
N -2.126 -2.863 2.155
Cl 3.921 -5.634 2.305
C 2.826 -4.715 3.261
C 2.670 -4.949 4.613
C 1.758 -4.163 5.301
C 1.059 -3.188 4.624
N 1.205 -2.957 3.312
C 2.088 -3.720 2.655
H 3.232 -5.730 5.111
H 1.587 -4.313 6.360
H 0.332 -2.582 5.150
H 2.215 -3.551 1.602
C 3.736 -1.326 -2.186
C 3.433 -2.212 -0.966
C 2.022 -2.702 -0.945
N 1.109 -2.364 -0.059
N -0.115 -2.941 -0.233
C -0.138 -3.733 -1.295
N -1.199 -4.401 -1.722
S 1.389 -3.782 -2.142
H 4.771 -0.981 -2.152
H 3.076 -0.457 -2.200
H 3.600 -1.876 -3.122
H 3.602 -1.662 -0.041
H 4.107 -3.071 -0.961
H -2.023 -4.462 -1.129
H -1.128 -5.033 -2.503

---

Below is a 2-piece molecular cluster, C3HIN2 overall, with properties calculated with ωB97M-V with the def2-TZVPD basis set.

As for the molar mass: 192.0 g mol⁻¹. The spin multiplicity is 1. The calculation puts the energy above the lowest of the compared OMol25 structures with the same formula, charge and spin at 162.5 kJ/mol. The value obtained for the HOMO energy (alpha / beta) is -10.29 / -10.29 eV.

Element x y z (Å)
C -0.595 1.050 0.173
C -0.522 -1.193 0.208
C -0.063 -0.066 -0.400
N -1.024 2.046 0.570
N -0.885 -2.233 0.568
I 2.811 0.284 0.370
H 0.277 0.113 -1.490

---

Below is a 14-piece molecular cluster, C56H112O28 overall, with properties calculated with ωB97M-V with the def2-TZVPD basis set.

As for the molar mass: 1233.5 g mol⁻¹. Its total charge is -1. The spin multiplicity is 2. The value obtained for the HOMO energy (alpha / beta) is 0.42 / -7.50 eV. As for the expectation value of S²: 0.751.

Element x y z (Å)
C 7.666 -5.445 -1.767
C 6.589 -4.736 -0.988
O 6.657 -3.455 -1.586
C 5.791 -2.569 -1.187
O 4.864 -2.820 -0.426
O 5.958 -1.443 -1.892
C 5.196 -0.296 -1.749
H 7.838 -6.442 -1.361
H 8.570 -4.837 -1.770
H 7.401 -5.647 -2.805
H 6.985 -4.597 0.018
H 5.622 -5.236 -1.048
H 4.781 -0.386 -0.745
H 4.368 -0.313 -2.458
H 5.802 0.594 -1.921
C -1.541 3.902 -3.567
C -1.454 3.971 -2.012
O -2.682 4.187 -1.265
C -3.165 5.438 -1.176
O -2.715 6.420 -1.744
O -4.280 5.411 -0.528
C -5.072 6.542 -0.336
H -0.513 3.827 -3.921
H -1.917 4.861 -3.923
H -2.053 3.016 -3.945
H -0.647 4.681 -1.830
H -1.225 2.973 -1.638
H -4.587 7.286 0.296
H -6.002 6.217 0.130
H -5.304 6.943 -1.323
C -6.543 -2.335 -2.505
C -5.659 -3.132 -1.690
O -4.344 -2.748 -1.801
C -3.348 -3.287 -1.072
O -3.490 -4.307 -0.418
O -2.249 -2.745 -1.390
C -0.992 -3.356 -1.099
H -6.409 -2.528 -3.570
H -6.323 -1.280 -2.343
H -7.605 -2.382 -2.264
H -5.659 -4.194 -1.936
H -5.857 -3.106 -0.618
H -1.043 -4.423 -0.881
H -0.627 -2.754 -0.266
H -0.344 -3.173 -1.956
C -7.386 -0.143 -0.184
C -7.704 0.868 0.866
O -6.660 0.977 1.750
C -5.681 2.003 1.577
O -5.959 3.177 1.205
O -4.454 1.549 1.772
C -3.332 2.322 1.286
H -8.086 -0.034 -1.012
H -7.738 -1.113 0.167
H -6.395 -0.092 -0.637
H -8.516 0.403 1.426
H -8.124 1.802 0.491
H -2.436 1.763 1.555
H -3.321 3.357 1.626
H -3.237 2.312 0.200
C -8.388 -0.362 -5.943
C -8.194 0.513 -4.727
O -6.819 0.735 -4.534
C -6.391 1.318 -3.469
O -7.065 1.847 -2.558
O -5.062 1.014 -3.457
C -4.278 1.105 -2.201
H -8.033 -1.337 -5.610
H -7.742 0.000 -6.743
H -9.430 -0.366 -6.263
H -8.619 0.135 -3.798
H -8.611 1.467 -5.050
H -4.204 2.110 -1.787
H -3.262 0.744 -2.361
H -4.645 0.466 -1.398
C 6.057 -3.725 -5.529
C 4.821 -4.613 -5.567
O 3.992 -4.241 -4.521
C 2.711 -3.890 -4.722
O 2.263 -3.856 -5.804
O 1.941 -3.851 -3.532
C 2.516 -4.205 -2.264
H 5.823 -2.662 -5.584
H 6.811 -3.932 -6.289
H 6.454 -3.912 -4.531
H 5.177 -5.619 -5.347
H 4.272 -4.612 -6.509
H 2.028 -3.737 -1.409
H 3.585 -4.067 -2.101
H 2.268 -5.262 -2.161
C 4.202 6.069 4.415
C 4.777 4.900 5.267
O 4.190 3.728 4.747
C 4.823 2.585 4.756
O 5.923 2.295 5.305
O 3.994 1.677 4.203
C 4.535 0.296 3.877
H 3.116 5.976 4.398
H 4.532 6.046 3.376
H 4.513 6.955 4.968
H 4.531 4.883 6.328
H 5.858 4.979 5.149
H 3.858 -0.454 3.468
H 4.942 0.008 4.847
H 5.384 0.225 3.198
C -2.591 -0.786 -5.489
C -1.956 -1.809 -4.570
C -0.778 -1.082 -4.043
O -0.669 0.234 -4.482
C -1.931 0.565 -5.050
H -3.679 -0.785 -5.560
H -2.269 -0.972 -6.513
H -1.605 -2.632 -5.193
H -2.633 -2.032 -3.746
H 0.158 -1.528 -4.379
H -0.749 -1.042 -2.954
H -1.839 1.335 -5.816
H -2.565 1.023 -4.291
C -2.112 1.726 4.730
C -1.707 1.992 6.168
C -2.975 2.261 7.021
O -4.020 1.895 6.157
C -3.521 1.166 5.017
H -1.545 0.979 4.174
H -2.203 2.625 4.121
H -1.000 2.816 6.264
H -1.286 1.072 6.573
H -3.115 3.331 7.177
H -3.056 1.738 7.974
H -4.215 1.297 4.188
H -3.443 0.112 5.287
C 1.473 -0.649 1.346
C -0.013 -0.466 1.167
C -0.119 0.172 -0.188
O 0.956 -0.393 -0.915
C 2.046 -0.540 -0.066
H 1.740 -1.549 1.901
H 1.775 0.293 1.803
H -0.508 0.085 1.967
H -0.404 -1.478 1.278
H -0.069 1.260 -0.230
H -1.014 -0.041 -0.772
H 2.787 0.259 -0.078
H 2.723 -1.358 -0.310
C 0.823 4.336 3.005
C 1.916 4.325 2.057
C 1.219 3.960 0.691
O -0.087 3.402 1.076
C -0.487 4.106 2.183
H 0.913 5.316 3.472
H 0.905 3.733 3.910
H 2.826 3.777 2.299
H 2.150 5.390 2.065
H 1.735 3.110 0.244
H 1.053 4.825 0.049
H -1.226 3.616 2.816
H -1.024 5.030 1.969
C 2.598 -2.146 7.166
C 2.518 -2.911 5.875
C 1.140 -2.596 5.496
O 0.661 -1.574 6.353
C 1.202 -1.909 7.602
H 3.130 -1.200 7.068
H 3.086 -2.770 7.916
H 2.727 -3.974 6.000
H 3.257 -2.662 5.114
H 0.488 -3.465 5.408
H 1.229 -2.189 4.489
H 0.716 -2.832 7.916
H 0.984 -1.068 8.260
C 3.920 -6.152 3.088
C 3.044 -4.956 2.987
C 2.623 -5.073 1.559
O 2.399 -6.540 1.445
C 3.405 -7.267 2.142
H 3.967 -6.546 4.103
H 4.906 -5.841 2.743
H 3.498 -3.965 3.006
H 2.213 -5.068 3.684
H 3.372 -4.724 0.847
H 1.743 -4.437 1.472
H 4.166 -7.597 1.434
H 2.942 -8.113 2.649
C 3.318 2.730 -4.065
C 3.948 3.941 -3.379
C 2.685 4.675 -2.904
O 1.837 3.613 -2.529
C 2.150 2.428 -3.153
H 3.945 1.840 -4.126
H 3.090 3.013 -5.093
H 4.497 4.639 -4.012
H 4.599 3.585 -2.581
H 2.197 5.229 -3.705
H 2.751 5.299 -2.014
H 1.274 2.068 -3.693
H 2.431 1.677 -2.415

---

Repeat the second record exactly.
Below is C34H41ClN7PmS2 as an isolated structure, with properties calculated with ωB97M-V with the def2-TZVPD basis set.

As for the molar mass: 792.3 g mol⁻¹. Its total charge is +2. The spin multiplicity is 5. The calculation puts the energy above the lowest of the compared OMol25 structures with the same formula, charge and spin at 33.8 kJ/mol. The value obtained for the HOMO energy (alpha / beta) is -13.49 / -13.50 eV. As for the expectation value of S²: 6.005.

Element x y z (Å)
Pm -0.411 -1.470 1.765
C -2.741 0.663 3.040
C -1.587 1.413 2.834
C -0.408 1.065 3.479
C -0.381 -0.039 4.331
C -1.538 -0.789 4.533
C -2.716 -0.440 3.882
H -3.673 0.970 2.582
H -1.625 2.303 2.222
H 0.463 1.696 3.390
H 0.505 -0.236 4.914
H -1.554 -1.597 5.251
H -3.622 -0.996 4.078
C -3.819 4.044 -1.764
C -4.153 2.610 -2.203
C -5.656 2.374 -2.029
C -3.782 2.424 -3.688
C -3.337 1.612 -1.396
C -3.892 0.487 -0.798
C -3.090 -0.367 -0.072
N -1.779 -0.181 0.096
C -1.211 0.870 -0.521
C -1.957 1.779 -1.241
C 0.267 1.031 -0.376
C 1.006 1.719 -1.319
C 2.378 1.915 -1.149
C 2.941 1.368 0.002
C 2.147 0.654 0.871
N 0.839 0.468 0.698
C 3.182 2.716 -2.158
C 2.857 2.250 -3.587
C 2.788 4.198 -1.997
C 4.686 2.567 -1.912
H -4.443 4.743 -2.323
H -2.778 4.313 -1.960
H -4.022 4.189 -0.698
H -6.205 3.140 -2.578
H -5.955 2.439 -0.977
H -5.970 1.404 -2.427
H -4.358 3.123 -4.300
H -4.006 1.408 -4.026
H -2.718 2.620 -3.862
H -4.952 0.275 -0.865
H -3.518 -1.230 0.423
H -1.469 2.642 -1.675
H 0.512 2.106 -2.202
H 3.996 1.472 0.219
H 2.586 0.197 1.754
H 1.830 2.487 -3.877
H 3.012 1.173 -3.706
H 3.516 2.762 -4.290
H 1.720 4.350 -2.187
H 3.349 4.803 -2.714
H 3.016 4.561 -0.991
H 5.004 1.519 -1.964
H 4.986 2.979 -0.944
H 5.230 3.117 -2.680
S -3.721 -4.668 0.759
C -2.780 -3.640 1.541
N -2.126 -2.863 2.155
Cl 3.921 -5.634 2.305
C 2.826 -4.715 3.261
C 2.670 -4.949 4.613
C 1.758 -4.163 5.301
C 1.059 -3.188 4.624
N 1.205 -2.957 3.312
C 2.088 -3.720 2.655
H 3.232 -5.730 5.111
H 1.587 -4.313 6.360
H 0.332 -2.582 5.150
H 2.215 -3.551 1.602
C 3.736 -1.326 -2.186
C 3.433 -2.212 -0.966
C 2.022 -2.702 -0.945
N 1.109 -2.364 -0.059
N -0.115 -2.941 -0.233
C -0.138 -3.733 -1.295
N -1.199 -4.401 -1.722
S 1.389 -3.782 -2.142
H 4.771 -0.981 -2.152
H 3.076 -0.457 -2.200
H 3.600 -1.876 -3.122
H 3.602 -1.662 -0.041
H 4.107 -3.071 -0.961
H -2.023 -4.462 -1.129
H -1.128 -5.033 -2.503